{
  "formula": "C5H8O2",
  "method": "ωB97M-V with the def2-TZVPD basis set",
  "species": ["C", "C", "C", "O", "C", "C", "O", "H", "H", "H", "H", "H", "H", "H", "H"],
  "xyz": [[-0.060, 0.577, -1.596], [-0.248, 0.694, -0.088], [-1.107, -0.396, 0.552], [0.120, -1.187, 0.892], [-0.931, -0.524, 2.014], [0.936, 0.082, 0.684], [2.122, -0.193, 0.089], [-0.958, 0.893, -2.133], [0.151, -0.456, -1.906], [0.771, 1.209, -1.930], [-0.523, 1.708, 0.209], [-1.896, -0.884, -0.033], [-1.465, -1.436, 2.320], [1.127, 0.541, 1.652], [1.942, -0.649, -0.743]],
  "e_above_lowest_kcal_mol": 116.40,
  "gap_ev": 8.71,
  "energy_ev": -9404.78449
}